Record 1
{"formula": "C40H38N6PtS2", "method": "the ωB97M-V functional and the def2-TZVPD basis", "homo_lumo_gap_ev": [5.9, 5.8], "fmax_ev_per_a": 0.496, "relative_energy_kcal_mol": 8.84, "total_charge": 0, "multiplicity": 5, "species": ["Pt", "S", "C", "C", "C", "C", "C", "C", "S", "H", "H", "H", "H", "C", "N", "C", "C", "C", "C", "C", "C", "C", "C", "H", "H", "H", "H", "H", "H", "H", "H", "H", "H", "H", "H", "C", "C", "N", "C", "C", "N", "C", "N", "N", "N", "C", "C", "C", "C", "C", "C", "H", "H", "H", "H", "H", "H", "H", "H", "H", "H", "H", "C", "C", "C", "C", "C", "C", "C", "C", "C", "C", "C", "C", "C", "C", "H", "H", "H", "H", "H", "H", "H", "H", "H", "H", "H"], "coordinates": [[-0.020, 1.063, 0.176], [0.327, 1.630, 2.686], [2.013, 1.593, 2.850], [2.563, 1.870, 4.139], [3.900, 1.787, 4.373], [4.779, 1.429, 3.320], [4.296, 1.179, 2.070], [2.906, 1.257, 1.782], [2.417, 0.941, 0.180], [1.877, 2.139, 4.933], [4.293, 1.987, 5.362], [5.844, 1.359, 3.508], [4.967, 0.912, 1.263], [1.136, 0.054, -3.124], [0.312, 1.103, -2.531], [-0.925, 1.267, -3.288], [1.054, 2.367, -2.520], [0.491, 3.391, -1.569], [0.493, 4.729, -1.958], [0.081, 5.729, -1.092], [-0.342, 5.383, 0.183], [-0.363, 4.049, 0.572], [0.047, 3.030, -0.288], [1.458, 0.331, -4.139], [0.570, -0.874, -3.190], [2.020, -0.119, -2.511], [-0.711, 1.474, -4.348], [-1.502, 2.092, -2.877], [-1.534, 0.364, -3.228], [1.090, 2.781, -3.538], [2.082, 2.148, -2.227], [0.822, 4.987, -2.960], [0.086, 6.764, -1.410], [-0.666, 6.150, 0.877], [-0.728, 3.800, 1.560], [1.420, -1.852, 2.139], [0.529, -2.079, 0.976], [-0.060, -1.148, 0.253], [-0.849, -1.787, -0.682], [-0.715, -3.124, -0.541], [0.177, -3.304, 0.499], [0.567, -4.619, 0.986], [1.980, -4.723, 1.191], [2.477, -4.934, 2.439], [3.749, -4.941, 2.390], [4.139, -4.711, 1.080], [5.412, -4.617, 0.512], [5.479, -4.371, -0.840], [4.311, -4.221, -1.620], [3.052, -4.314, -1.073], [2.998, -4.566, 0.301], [1.138, -0.916, 2.617], [2.464, -1.773, 1.829], [1.335, -2.654, 2.870], [-1.475, -1.231, -1.358], [-1.145, -3.952, -1.081], [0.254, -5.323, 0.217], [0.085, -4.871, 1.927], [6.298, -4.733, 1.124], [6.443, -4.285, -1.322], [4.410, -4.024, -2.680], [2.161, -4.190, -1.676], [-5.578, 0.525, -3.554], [-4.966, -0.346, -2.655], [-4.034, 0.116, -1.746], [-3.684, 1.492, -1.697], [-4.297, 2.353, -2.645], [-5.227, 1.878, -3.545], [-2.784, 2.013, -0.749], [-2.088, 1.223, 0.279], [-2.853, 0.680, 1.355], [-4.224, 1.032, 1.520], [-4.998, 0.509, 2.536], [-4.461, -0.401, 3.444], [-3.118, -0.753, 3.322], [-2.333, -0.223, 2.318], [-6.319, 0.158, -4.251], [-5.231, -1.397, -2.662], [-3.566, -0.566, -1.045], [-4.027, 3.403, -2.642], [-5.688, 2.558, -4.250], [-2.555, 3.071, -0.842], [-4.665, 1.740, 0.831], [-6.033, 0.814, 2.629], [-5.070, -0.818, 4.235], [-2.678, -1.446, 4.031], [-1.291, -0.498, 2.271]]}

=====

Record 2
{"formula": "C25H48AuP4S", "method": "the ωB97M-V functional and the def2-TZVPD basis", "homo_lumo_gap_ev": [6.6, 4.5], "fmax_ev_per_a": 3.212, "total_charge": 3, "multiplicity": 3, "species": ["Au", "P", "P", "P", "H", "C", "C", "H", "C", "C", "C", "C", "C", "C", "C", "C", "C", "H", "H", "H", "H", "H", "H", "H", "H", "H", "H", "H", "H", "H", "H", "H", "H", "H", "H", "H", "H", "H", "H", "H", "H", "H", "H", "H", "H", "H", "C", "C", "C", "C", "C", "C", "S", "H", "H", "H", "H", "H", "H", "C", "P", "C", "C", "C", "C", "C", "C", "C", "H", "H", "H", "H", "H", "H", "H", "H", "H", "H", "H"], "coordinates": [[-1.020, 0.347, -2.238], [1.587, 1.070, 0.405], [-1.868, 1.511, -0.486], [0.668, 1.424, -3.500], [-0.514, -2.579, -0.545], [0.385, -3.154, -0.780], [1.595, -2.683, -0.447], [1.755, -2.370, 0.581], [1.924, 0.422, 2.096], [1.860, 2.835, 0.856], [3.285, 0.756, -0.224], [-3.578, 0.952, -0.708], [-1.762, 1.621, 1.316], [-1.800, 3.250, -0.980], [2.083, 0.526, -4.192], [1.373, 3.000, -2.912], [-0.614, 1.938, -4.734], [0.179, -3.932, -1.509], [2.350, -2.448, -1.197], [2.012, -0.670, 2.085], [1.132, 0.717, 2.790], [2.877, 0.873, 2.393], [1.021, 3.202, 1.457], [1.999, 3.456, -0.032], [2.776, 2.829, 1.459], [3.428, -0.314, -0.407], [3.953, 1.092, 0.580], [3.478, 1.329, -1.137], [-4.220, 1.759, -0.347], [-3.716, 0.046, -0.102], [-3.768, 0.734, -1.762], [-2.173, 2.601, 1.593], [-0.750, 1.527, 1.733], [-2.405, 0.845, 1.754], [-2.625, 3.719, -0.437], [-1.945, 3.365, -2.058], [-0.849, 3.699, -0.661], [2.170, 0.816, -5.239], [1.958, -0.556, -4.117], [2.998, 0.810, -3.663], [1.646, 3.569, -3.817], [2.282, 2.804, -2.317], [0.642, 3.576, -2.321], [-0.184, 1.851, -5.741], [-0.873, 2.988, -4.499], [-1.523, 1.319, -4.684], [-0.808, -2.688, -5.269], [-1.875, -2.570, -6.175], [-1.947, -3.461, -7.256], [-0.989, -4.459, -7.428], [0.062, -4.586, -6.509], [0.152, -3.719, -5.434], [-0.478, -1.533, -4.047], [-1.646, -1.027, -2.952], [-2.597, -1.758, -6.069], [-2.755, -3.389, -7.988], [-1.073, -5.168, -8.252], [0.813, -5.361, -6.623], [0.985, -3.766, -4.731], [-0.381, -3.556, 2.742], [-0.927, -1.828, 2.453], [-2.715, -2.170, 2.223], [-0.856, -1.180, 4.178], [-1.858, -0.371, 4.760], [-1.691, 0.106, 6.071], [-0.521, -0.160, 6.787], [0.477, -0.948, 6.206], [0.345, -1.395, 4.893], [-0.412, -4.078, 1.779], [-1.078, -4.024, 3.448], [0.637, -3.587, 3.150], [-3.041, -2.893, 2.982], [-3.304, -1.247, 2.283], [-2.821, -2.617, 1.221], [-2.788, -0.145, 4.219], [-2.477, 0.713, 6.532], [-0.385, 0.229, 7.793], [1.378, -1.197, 6.757], [1.152, -1.966, 4.426]]}

=====

Record 3
{"formula": "C4H8O3", "method": "the ωB97M-V functional and the def2-TZVPD basis", "homo_lumo_gap_ev": 11.4, "fmax_ev_per_a": 1.477, "relative_energy_kcal_mol": 38.35, "smiles": "COC(=O)CCO", "total_charge": 0, "species": ["C", "O", "C", "O", "C", "C", "O", "H", "H", "H", "H", "H", "H", "H", "H"], "coordinates": [[-2.699, -0.084, 0.010], [-1.496, 0.546, 0.362], [-0.493, 0.508, -0.535], [-0.625, 0.802, -1.699], [0.601, -0.126, 0.345], [1.998, 0.077, -0.129], [2.876, -0.554, 0.778], [-2.524, -0.948, -0.645], [-3.085, -0.427, 0.970], [-3.357, 0.633, -0.470], [0.475, 0.241, 1.375], [0.333, -1.196, 0.419], [2.067, -0.332, -1.143], [2.157, 1.163, -0.165], [3.772, -0.304, 0.527]]}

=====

Record 4
{"formula": "C4H13N4O", "method": "the ωB97M-V functional and the def2-TZVPD basis", "homo_lumo_gap_ev": 10.7, "fmax_ev_per_a": 2.791, "relative_energy_kcal_mol": 47.89, "total_charge": 1, "species": ["C", "C", "O", "N", "H", "H", "H", "H", "H", "C", "C", "N", "N", "N", "H", "H", "H", "H", "H", "H", "H", "H"], "coordinates": [[1.242, -2.548, -2.347], [-0.104, -1.961, -2.162], [-0.357, -0.775, -1.977], [-1.085, -2.877, -1.851], [1.605, -3.216, -1.553], [2.040, -1.791, -2.418], [-1.971, -2.546, -1.517], [-1.060, -3.826, -2.176], [1.375, -3.126, -3.266], [-0.381, 2.447, 3.179], [-0.255, 1.537, 0.998], [-0.490, 0.896, -0.152], [-1.048, 1.734, 2.025], [1.022, 2.196, 0.949], [-1.218, 0.246, -0.432], [0.304, 0.786, -0.760], [-2.030, 1.494, 1.978], [1.782, 1.539, 1.153], [1.299, 2.332, -0.017], [-0.957, 2.258, 4.102], [-0.152, 3.429, 2.750], [0.438, 1.771, 3.494]]}

=====

Record 5
{"formula": "C20H23N3O5S", "method": "the ωB97M-V functional and the def2-TZVPD basis", "homo_lumo_gap_ev": 8.4, "fmax_ev_per_a": 1.409, "relative_energy_kcal_mol": 74.34, "smiles": "CCOc1ccccc1/C=N/NC(=O)c1cccc(S(=O)(=O)N2CCOCC2)c1", "total_charge": 0, "species": ["C", "C", "O", "C", "C", "C", "C", "C", "C", "C", "N", "N", "C", "O", "C", "C", "C", "C", "C", "S", "O", "O", "N", "C", "C", "O", "C", "C", "C", "H", "H", "H", "H", "H", "H", "H", "H", "H", "H", "H", "H", "H", "H", "H", "H", "H", "H", "H", "H", "H", "H", "H"], "coordinates": [[-3.589, 2.298, -0.149], [-2.129, 1.932, 0.099], [-1.924, 0.529, 0.115], [-2.392, -0.219, 1.132], [-2.824, 0.286, 2.357], [-3.286, -0.558, 3.351], [-3.351, -1.926, 3.142], [-2.937, -2.442, 1.931], [-2.441, -1.618, 0.921], [-2.013, -2.216, -0.324], [-1.255, -1.596, -1.136], [-0.891, -2.164, -2.290], [-0.034, -1.637, -3.216], [0.118, -2.233, -4.267], [0.720, -0.390, -2.903], [1.410, 0.203, -3.962], [2.209, 1.312, -3.759], [2.352, 1.836, -2.483], [1.665, 1.248, -1.438], [1.861, 1.901, 0.221], [3.198, 2.412, 0.354], [0.777, 2.788, 0.533], [1.648, 0.505, 1.132], [1.117, 0.679, 2.467], [0.719, -0.700, 2.996], [1.821, -1.579, 2.992], [2.352, -1.726, 1.697], [2.793, -0.377, 1.121], [0.844, 0.155, -1.627], [-3.686, 3.377, -0.220], [-3.929, 1.850, -1.080], [-4.225, 1.940, 0.658], [-1.749, 2.399, 1.012], [-1.504, 2.280, -0.725], [-2.792, 1.347, 2.547], [-3.606, -0.139, 4.293], [-3.724, -2.580, 3.914], [-2.982, -3.508, 1.756], [-2.367, -3.236, -0.526], [-1.305, -3.063, -2.565], [1.311, -0.237, -4.944], [2.733, 1.761, -4.589], [2.993, 2.680, -2.279], [0.256, 1.342, 2.397], [1.868, 1.128, 3.134], [0.383, -0.636, 4.032], [-0.089, -1.108, 2.372], [1.595, -2.167, 1.031], [3.201, -2.405, 1.790], [3.613, 0.040, 1.723], [3.132, -0.488, 0.090], [0.311, -0.255, -0.788]]}